DFT (ωB97M-V/def2-TZVPD) results for 6 unconnected molecules or ions with the total composition C22H46N2O13PS5 in a non-equilibrium geometry.

ORCA input file:
```
! wB97M-V def2-TZVPD RIJCOSX def2/J DEFGRID3
* xyz -1 1
N -1.14 2.40 0.22
P -1.21 1.07 -0.66
O 0.16 0.19 -0.35
O -1.19 1.54 -2.25
N -2.45 0.14 -0.25
C -3.59 0.27 -1.14
C -4.68 1.17 -0.54
O -5.67 1.34 -1.19
H -1.15 3.21 -0.38
H 0.89 0.56 -0.87
H -0.69 2.36 -2.36
H -3.37 0.56 -2.18
H -4.07 -0.72 -1.20
H -4.54 1.62 0.47
C -9.72 -0.11 0.95
C -9.57 -0.47 2.43
C -8.47 -1.53 2.54
S -7.37 -1.26 1.14
O -7.46 -2.40 0.27
O -6.12 -0.76 1.62
C -8.30 0.08 0.42
H -10.33 0.78 0.81
H -10.21 -0.94 0.42
H -9.27 0.42 2.99
H -10.50 -0.83 2.87
H -7.90 -1.44 3.46
H -8.88 -2.54 2.46
H -8.24 0.03 -0.67
H -7.87 1.02 0.78
C -5.32 7.29 -0.72
C -6.20 6.05 -0.85
C -5.28 4.82 -0.81
S -3.85 5.31 0.17
O -2.70 5.31 -0.69
O -3.88 4.61 1.42
C -4.37 7.00 0.44
H -5.91 8.19 -0.53
H -4.76 7.45 -1.64
H -6.91 6.01 -0.02
H -6.79 6.06 -1.78
H -5.76 3.97 -0.34
H -4.93 4.54 -1.80
H -3.49 7.65 0.45
H -4.88 7.04 1.40
C 0.26 -1.13 3.71
C 0.79 -0.56 5.04
C 2.31 -0.78 5.05
S 2.82 -0.79 3.33
O 3.31 -2.11 3.00
O 3.59 0.40 3.05
C 1.19 -0.61 2.63
H -0.77 -0.83 3.53
H 0.29 -2.22 3.74
H 0.57 0.51 5.09
H 0.32 -1.04 5.90
H 2.83 0.01 5.58
H 2.57 -1.75 5.48
H 1.13 -1.16 1.70
H 1.02 0.45 2.45
C 4.18 -2.58 0.19
C 3.10 -3.31 -0.61
C 3.22 -2.86 -2.07
S 4.94 -2.40 -2.32
O 5.01 -0.99 -2.58
O 5.58 -3.37 -3.18
C 5.46 -2.70 -0.63
H 4.30 -2.99 1.18
H 3.90 -1.53 0.30
H 3.28 -4.39 -0.55
H 2.11 -3.12 -0.22
H 2.96 -3.66 -2.77
H 2.61 -1.98 -2.27
H 6.22 -1.97 -0.35
H 5.87 -3.71 -0.58
C 9.91 -1.71 -3.49
C 8.99 -2.92 -3.65
C 9.88 -4.17 -3.63
S 11.32 -3.75 -2.65
O 12.48 -3.76 -3.51
O 11.29 -4.47 -1.40
C 10.86 -2.05 -2.35
H 9.34 -0.80 -3.29
H 10.47 -1.55 -4.42
H 8.29 -2.96 -2.81
H 8.40 -2.88 -4.56
H 9.38 -5.02 -3.17
H 10.22 -4.44 -4.63
H 11.75 -1.42 -2.33
H 10.35 -2.00 -1.39
*
```

The total energy is -4285.81934 Ha.



DFT (ωB97M-V/def2-TZVPD) results for a molecular structure, C22H47B4BrN2O6 in a non-equilibrium geometry.

ORCA input file:
```
! wB97M-V def2-TZVPD RIJCOSX def2/J DEFGRID3
* xyz 0 3
C -0.11 6.81 1.41
B 0.30 6.61 -0.15
O -0.12 7.57 -1.13
B 1.17 5.24 -0.52
O 2.49 4.93 -0.09
B 2.52 3.60 0.42
O 1.75 2.54 -0.15
B 0.47 3.10 -0.50
C -0.83 2.41 0.11
C -2.18 2.81 -0.58
C -2.78 4.14 0.01
Br -2.12 2.80 -2.54
O 0.51 4.24 -1.32
H -0.16 5.78 1.86
H 0.69 7.38 1.93
H -1.11 7.25 1.54
H -0.94 7.30 -1.53
H 3.17 3.30 1.37
H -0.91 2.76 1.17
H -0.79 1.30 0.13
H -2.92 2.03 -0.29
H -2.74 4.02 1.12
H -3.84 4.21 -0.28
H -2.22 5.03 -0.32
C -0.19 -2.42 2.08
C -0.43 -1.24 3.04
C 0.75 -0.26 2.98
C 1.99 -0.77 3.71
C 1.64 -1.13 5.15
C 0.48 -2.13 5.25
N -0.69 -1.74 4.41
O -1.34 -0.80 5.06
C 0.99 -3.53 4.84
C 0.10 -2.30 6.73
C -1.65 -0.53 2.43
H 0.13 -2.06 1.10
H 0.58 -3.12 2.40
H -1.11 -2.99 1.93
H 0.46 0.70 3.43
H 1.01 -0.04 1.94
H 2.42 -1.63 3.18
H 2.76 0.01 3.70
H 2.53 -1.54 5.64
H 1.38 -0.21 5.68
H 0.16 -4.22 4.65
H 1.60 -3.97 5.63
H 1.63 -3.52 3.96
H -0.17 -1.35 7.20
H 0.95 -2.69 7.29
H -0.73 -2.99 6.84
H -2.54 -1.16 2.48
H -1.47 -0.31 1.37
H -1.88 0.42 2.91
C 0.71 -0.51 -5.47
C 0.73 -0.94 -3.99
C 1.81 -2.02 -3.76
C 1.40 -3.39 -4.29
C 0.07 -3.81 -3.69
C -1.04 -2.77 -3.92
N -0.62 -1.39 -3.56
O -0.68 -1.28 -2.25
C -1.50 -2.83 -5.39
C -2.29 -3.21 -3.13
C 1.19 0.33 -3.26
H 1.72 -0.31 -5.82
H 0.29 -1.25 -6.15
H 0.12 0.40 -5.60
H 2.02 -2.11 -2.69
H 2.74 -1.71 -4.23
H 1.35 -3.38 -5.38
H 2.17 -4.12 -4.02
H -0.23 -4.77 -4.11
H 0.20 -3.97 -2.61
H -2.10 -1.96 -5.66
H -2.11 -3.72 -5.57
H -0.67 -2.92 -6.10
H -2.09 -3.33 -2.06
H -2.65 -4.18 -3.49
H -3.10 -2.49 -3.25
H 0.43 1.12 -3.34
H 2.11 0.72 -3.70
H 1.39 0.16 -2.20
*
```

The total energy is -4100.95996 Ha. As for the expectation value of S²: 2.01.



DFT (ωB97M-V/def2-TZVPD) results for a molecular structure, C22H47FeNO4Si2 in a non-equilibrium geometry.

ORCA input file:
```
! wB97M-V def2-TZVPD RIJCOSX def2/J DEFGRID3
* xyz 1 6
O 0.30 2.84 -0.23
O 4.04 0.01 -1.59
C 0.05 2.58 -1.61
C -0.90 3.60 -2.14
H -0.37 1.57 -1.71
H 0.98 2.62 -2.18
H -1.90 3.42 -1.78
H -0.97 3.55 -3.22
H -0.65 4.62 -1.86
C 1.64 2.56 0.11
C 2.71 3.15 -0.79
H 1.75 1.49 0.14
H 1.76 2.91 1.11
H 3.13 2.41 -1.48
H 3.54 3.51 -0.18
H 2.33 3.97 -1.40
C 4.10 -0.68 -0.34
C 3.97 -0.81 -2.75
C 4.76 0.23 0.68
H 4.71 -1.59 -0.48
H 3.12 -0.97 0.04
H 5.78 0.45 0.36
H 4.79 -0.27 1.65
H 4.24 1.19 0.84
C 4.84 -0.22 -3.85
H 2.94 -0.84 -3.15
H 4.33 -1.82 -2.50
H 4.67 0.85 -4.06
H 4.63 -0.75 -4.78
H 5.91 -0.37 -3.62
H -1.47 -1.36 -2.29
Fe -1.55 0.70 1.22
C -0.53 -1.65 -2.68
Si -0.53 -3.50 -2.39
H -0.43 -1.38 -3.72
H 0.31 -1.19 -2.16
C -0.35 -4.22 -4.12
C -2.15 -3.79 -1.48
C 0.74 -3.82 -1.00
C -2.25 2.49 1.75
Si -1.18 2.24 3.29
H -3.34 2.58 1.86
H -1.90 3.30 1.09
C -0.48 3.97 3.67
C 0.36 1.07 3.33
C -2.35 1.48 4.58
H 1.65 -3.23 -1.15
H 1.01 -4.88 -0.94
H 0.25 -3.51 -0.08
H -1.04 -3.69 -4.79
H -0.62 -5.28 -4.21
H 0.64 -4.14 -4.56
H -2.85 -3.01 -1.79
H -1.97 -3.72 -0.41
H -2.65 -4.74 -1.65
H 1.22 1.59 2.86
H 0.28 0.04 2.92
H 0.56 0.96 4.41
H -2.11 1.92 5.56
H -2.20 0.39 4.63
H -3.41 1.67 4.33
H -0.35 4.14 4.74
H -1.14 4.74 3.26
H 0.49 4.07 3.17
O -1.47 -2.38 3.64
C -1.69 -1.79 2.58
O -0.81 -1.34 1.73
C -3.10 -1.55 2.18
C -4.21 -2.23 2.65
C -5.43 -2.02 2.01
C -5.48 -1.14 0.92
C -4.34 -0.40 0.58
N -3.19 -0.57 1.26
H -4.10 -2.90 3.48
H -6.34 -2.51 2.35
H -6.39 -0.98 0.35
H -4.34 0.33 -0.21
*
```

Its energy above the lowest of the compared OMol25 structures with the same formula, charge and spin is 26.2 kcal per mole. As for the expectation value of S²: 8.76.



DFT (ωB97M-V/def2-TZVPD) results for a molecular structure, C22H47MoNO2P2 in a non-equilibrium geometry.

ORCA input file:
```
! wB97M-V def2-TZVPD RIJCOSX def2/J DEFGRID3
* xyz 4 3
Mo 0.40 -0.31 -0.77
C 1.11 -0.39 -2.61
O 1.59 -0.41 -3.69
C 0.70 1.54 -0.20
O 1.01 2.68 0.00
P -1.92 0.72 -1.20
C -3.15 1.44 0.02
H -4.00 1.78 -0.60
C -1.80 2.08 -2.50
H -0.94 2.69 -2.15
C -2.95 -0.64 -1.96
H -3.19 -1.28 -1.09
C 2.49 -2.71 0.40
P 2.17 -0.93 0.84
H 3.05 -1.09 3.06
H 1.62 -3.26 0.82
C 3.81 -0.05 0.56
H 4.58 -0.82 0.77
C -1.49 1.57 -3.91
H -2.36 1.03 -4.30
H -0.59 0.94 -3.96
H -1.36 2.42 -4.62
C -3.05 2.99 -2.59
H -2.83 3.79 -3.31
H -3.28 3.49 -1.64
H -3.96 2.48 -2.94
C -4.31 -0.21 -2.55
H -4.97 0.33 -1.85
H -4.85 -1.12 -2.82
H -4.22 0.38 -3.46
C -2.12 -1.45 -2.95
H -2.58 -2.44 -3.08
H -1.08 -1.61 -2.62
H -2.11 -0.99 -3.95
C -3.70 0.38 0.98
H -4.39 -0.33 0.50
H -4.29 0.89 1.76
H -2.90 -0.17 1.49
C -2.58 2.65 0.78
H -1.88 2.33 1.56
H -3.42 3.17 1.26
H -2.06 3.37 0.12
C 3.74 -3.36 1.02
H 3.81 -3.23 2.11
H 4.68 -3.02 0.56
H 3.68 -4.44 0.85
C 2.49 -2.92 -1.11
H 3.35 -2.42 -1.59
C 1.36 0.27 3.26
H 1.54 -2.63 -1.59
H 2.62 -4.00 -1.28
C 1.22 -2.24 3.20
H 0.27 0.17 3.21
H 1.70 0.37 4.30
H 1.65 1.20 2.74
C 2.00 -1.01 2.70
H 1.12 -2.19 4.29
H 1.73 -3.18 2.95
H 0.20 -2.26 2.77
C 4.07 1.16 1.46
H 3.34 1.96 1.27
H 5.07 1.56 1.22
H 4.06 0.90 2.52
C 3.97 0.38 -0.90
H 3.80 -0.43 -1.62
H 5.01 0.72 -1.05
H 3.29 1.22 -1.12
H -1.61 0.80 3.67
H -2.27 0.88 3.28
C -1.84 -3.88 1.20
C -1.17 -2.69 0.74
N -0.62 -1.82 0.17
H -2.90 -3.62 1.40
H -1.35 -4.21 2.13
H -1.78 -4.69 0.43
*
```

The total energy is -1820.82984 Ha. As for the expectation value of S²: 2.15.



DFT (ωB97M-V/def2-TZVPD) results for 3 unconnected molecules or ions with the total composition C22H47N3O12P2 in a non-equilibrium geometry.

ORCA input file:
```
! wB97M-V def2-TZVPD RIJCOSX def2/J DEFGRID3
* xyz 0 1
C -0.70 5.79 -4.03
C -0.42 5.71 -5.52
O -0.21 4.32 -5.86
P 0.66 3.94 -7.13
O 1.12 5.09 -7.92
C 2.03 2.93 -6.50
C 2.08 1.42 -6.86
C 0.85 0.64 -6.57
C 0.22 0.32 -5.43
P 0.68 0.71 -3.74
N 2.15 0.43 -3.36
O -0.35 -0.11 -2.86
O 0.23 2.23 -3.54
C -0.99 -0.45 -5.78
O -1.86 -0.86 -5.07
O -1.00 -0.66 -7.14
C 0.11 -0.04 -7.68
O 0.40 -0.13 -8.83
O -0.27 2.92 -7.90
C -1.57 3.41 -8.31
C -2.67 2.97 -7.37
H -1.25 6.70 -3.81
H -1.25 4.92 -3.70
H 0.24 5.83 -3.48
H 0.46 6.29 -5.77
H -1.27 6.07 -6.09
H 2.04 3.03 -5.42
H 2.92 3.41 -6.89
H 2.87 0.99 -6.25
H 2.37 1.27 -7.89
H 2.66 -0.01 -4.11
H -1.26 -0.08 -3.19
H 0.65 2.54 -2.72
H -1.75 3.02 -9.30
H -1.55 4.50 -8.38
H -2.58 1.92 -7.11
H -3.63 3.08 -7.89
H -2.72 3.57 -6.47
C -0.08 -1.32 0.22
O -0.83 -2.04 1.17
C -0.44 -1.83 2.52
C -1.49 -1.02 3.27
N -1.52 0.36 2.81
C -2.64 1.15 3.30
C -4.06 0.72 2.93
O -4.38 0.86 1.56
C -3.98 -0.21 0.73
H -0.34 -1.70 -0.77
H -0.29 -0.25 0.24
H 1.00 -1.46 0.37
H 0.54 -1.35 2.58
H -0.37 -2.80 3.00
H -1.24 -1.03 4.33
H -2.45 -1.53 3.14
H -1.53 0.37 1.80
H -2.51 2.17 2.93
H -2.57 1.20 4.39
H -4.74 1.38 3.47
H -4.28 -0.30 3.27
H -4.02 -1.17 1.25
H -2.97 -0.06 0.33
H -4.67 -0.24 -0.11
C 1.18 -3.81 10.09
O 2.35 -3.22 9.56
C 3.36 -4.14 9.18
C 3.53 -4.18 7.67
N 2.38 -4.80 7.03
C 2.37 -4.70 5.57
C 2.32 -3.31 4.94
O 1.11 -2.61 5.13
C 0.99 -1.92 6.36
H 0.58 -3.00 10.51
H 0.59 -4.32 9.32
H 1.42 -4.52 10.88
H 3.15 -5.14 9.57
H 4.30 -3.80 9.62
H 4.42 -4.77 7.44
H 3.71 -3.16 7.33
H 1.54 -4.39 7.39
H 1.49 -5.24 5.22
H 3.24 -5.22 5.18
H 2.41 -3.45 3.86
H 3.17 -2.68 5.24
H 1.96 -1.54 6.71
H 0.54 -2.54 7.14
H 0.33 -1.07 6.20
*
```

The SMILES is CCOP(=O)(CCC1=C(P(=N)(O)O)C(=O)OC1=O)OCC.COCCNCCOC.COCCNCCOC. Its energy above the lowest of the compared OMol25 structures with the same formula, charge and spin is 0.0 kcal per mole.



DFT (ωB97M-V/def2-TZVPD) results for 5 unconnected molecules or ions with the total composition C22H47NO4 in a non-equilibrium geometry.

ORCA input file:
```
! wB97M-V def2-TZVPD RIJCOSX def2/J DEFGRID3
* xyz 0 1
C -2.80 0.80 -2.95
C -1.53 -0.10 -2.70
N -0.68 -0.12 -3.89
C 0.09 1.13 -4.12
C 0.51 1.31 -5.58
C 0.34 -1.20 -3.90
C -0.25 -2.67 -3.93
H -3.36 0.25 -3.70
H -2.55 1.74 -3.44
H -3.42 0.85 -2.06
H -0.98 0.26 -1.83
H -1.85 -1.13 -2.54
H -0.57 2.00 -4.02
H 0.90 1.20 -3.40
H 0.65 2.38 -5.70
H 1.39 0.76 -5.91
H -0.23 0.94 -6.29
H 1.05 -1.16 -3.08
H 1.09 -1.07 -4.68
H 0.43 -3.51 -3.99
H -1.03 -2.88 -4.66
H -0.88 -2.88 -3.06
C -1.28 3.42 0.72
C -2.69 3.20 0.37
C -2.93 4.17 -0.80
O -1.75 4.94 -0.89
C -0.68 4.13 -0.48
H -0.72 2.49 0.89
H -1.21 3.99 1.65
H -3.37 3.37 1.20
H -2.85 2.17 0.07
H -3.80 4.81 -0.71
H -3.08 3.59 -1.70
H 0.27 4.63 -0.31
H -0.44 3.40 -1.26
C 1.46 -0.17 1.61
C 2.72 -0.20 0.67
C 2.54 -1.39 -0.26
O 1.48 -2.09 0.28
C 0.57 -1.30 1.13
H 1.02 0.83 1.54
H 1.77 -0.41 2.63
H 3.70 -0.21 1.15
H 2.80 0.73 0.12
H 3.47 -1.97 -0.24
H 2.40 -1.10 -1.30
H -0.06 -1.83 1.85
H -0.25 -0.88 0.55
C -4.74 -2.78 0.62
C -4.37 -1.80 1.67
C -2.97 -1.26 1.22
O -2.37 -2.46 0.71
C -3.37 -3.36 0.16
H -5.30 -2.34 -0.21
H -5.35 -3.56 1.09
H -4.20 -2.20 2.67
H -5.01 -0.91 1.68
H -2.46 -0.91 2.11
H -3.02 -0.40 0.56
H -3.33 -4.43 0.37
H -3.26 -3.46 -0.92
C 5.07 0.67 5.02
C 5.99 -0.50 4.79
C 5.12 -1.74 4.95
O 3.79 -1.27 4.78
C 3.70 0.02 5.38
H 5.01 1.25 4.10
H 5.39 1.38 5.79
H 6.95 -0.63 5.28
H 6.33 -0.44 3.76
H 5.31 -2.20 5.92
H 5.31 -2.44 4.13
H 3.51 0.05 6.45
H 2.86 0.44 4.83
*
```

The SMILES is CCN(CC)CC.C1CCOC1.C1CCOC1.C1CCOC1.C1CCOC1. Its energy above the lowest of the compared OMol25 structures with the same formula, charge and spin is 37.8 kcal per mole.



Repeat the second record exactly.
DFT (ωB97M-V/def2-TZVPD) results for a molecular structure, C22H47B4BrN2O6 in a non-equilibrium geometry.

ORCA input file:
```
! wB97M-V def2-TZVPD RIJCOSX def2/J DEFGRID3
* xyz 0 3
C -0.11 6.81 1.41
B 0.30 6.61 -0.15
O -0.12 7.57 -1.13
B 1.17 5.24 -0.52
O 2.49 4.93 -0.09
B 2.52 3.60 0.42
O 1.75 2.54 -0.15
B 0.47 3.10 -0.50
C -0.83 2.41 0.11
C -2.18 2.81 -0.58
C -2.78 4.14 0.01
Br -2.12 2.80 -2.54
O 0.51 4.24 -1.32
H -0.16 5.78 1.86
H 0.69 7.38 1.93
H -1.11 7.25 1.54
H -0.94 7.30 -1.53
H 3.17 3.30 1.37
H -0.91 2.76 1.17
H -0.79 1.30 0.13
H -2.92 2.03 -0.29
H -2.74 4.02 1.12
H -3.84 4.21 -0.28
H -2.22 5.03 -0.32
C -0.19 -2.42 2.08
C -0.43 -1.24 3.04
C 0.75 -0.26 2.98
C 1.99 -0.77 3.71
C 1.64 -1.13 5.15
C 0.48 -2.13 5.25
N -0.69 -1.74 4.41
O -1.34 -0.80 5.06
C 0.99 -3.53 4.84
C 0.10 -2.30 6.73
C -1.65 -0.53 2.43
H 0.13 -2.06 1.10
H 0.58 -3.12 2.40
H -1.11 -2.99 1.93
H 0.46 0.70 3.43
H 1.01 -0.04 1.94
H 2.42 -1.63 3.18
H 2.76 0.01 3.70
H 2.53 -1.54 5.64
H 1.38 -0.21 5.68
H 0.16 -4.22 4.65
H 1.60 -3.97 5.63
H 1.63 -3.52 3.96
H -0.17 -1.35 7.20
H 0.95 -2.69 7.29
H -0.73 -2.99 6.84
H -2.54 -1.16 2.48
H -1.47 -0.31 1.37
H -1.88 0.42 2.91
C 0.71 -0.51 -5.47
C 0.73 -0.94 -3.99
C 1.81 -2.02 -3.76
C 1.40 -3.39 -4.29
C 0.07 -3.81 -3.69
C -1.04 -2.77 -3.92
N -0.62 -1.39 -3.56
O -0.68 -1.28 -2.25
C -1.50 -2.83 -5.39
C -2.29 -3.21 -3.13
C 1.19 0.33 -3.26
H 1.72 -0.31 -5.82
H 0.29 -1.25 -6.15
H 0.12 0.40 -5.60
H 2.02 -2.11 -2.69
H 2.74 -1.71 -4.23
H 1.35 -3.38 -5.38
H 2.17 -4.12 -4.02
H -0.23 -4.77 -4.11
H 0.20 -3.97 -2.61
H -2.10 -1.96 -5.66
H -2.11 -3.72 -5.57
H -0.67 -2.92 -6.10
H -2.09 -3.33 -2.06
H -2.65 -4.18 -3.49
H -3.10 -2.49 -3.25
H 0.43 1.12 -3.34
H 2.11 0.72 -3.70
H 1.39 0.16 -2.20
*
```

The total energy is -4100.95996 Ha. As for the expectation value of S²: 2.01.